## A
C4H6O | ωB97M-V with the def2-TZVPD basis set

ORCA input file:
```
! RIJCOSX wB97M-V def2-TZVPD def2/J DEFGRID3
* xyz 0 1
C -0.98 -0.45 0.22
C 0.14 0.53 0.18
C 1.48 0.08 -0.03
C 2.73 -0.09 -0.14
H -3.02 -0.34 -0.66
H -0.76 -1.17 -0.60
H -1.18 -0.93 1.23
H -0.06 1.40 0.95
H 0.01 1.07 -0.79
H 3.79 -0.34 -0.15
O -2.16 0.23 -0.20
*
```

=====

## B
C4H6O | ωB97M-V with the def2-TZVPD basis set

ORCA input file:
```
! RIJCOSX wB97M-V def2-TZVPD def2/J DEFGRID3
* xyz 0 1
C 0.26 0.73 0.70
C -0.42 -0.05 -0.34
C -0.59 -1.50 -0.26
C 0.60 -0.84 -1.03
H 0.88 0.14 1.47
H -1.07 0.52 -0.91
H -1.34 -2.05 -0.76
H -0.20 -1.89 0.74
H 1.52 -1.03 -0.62
H 0.53 -0.80 -2.09
O 0.07 1.89 0.97
*
```

=====

Relative energies with respect to the most stable structure, expressed in kcal/mol: A 41.1; B 0.0.

=====

## A
C4H6O | ωB97M-V with the def2-TZVPD basis set

ORCA input file:
```
! RIJCOSX wB97M-V def2-TZVPD def2/J DEFGRID3
* xyz 0 1
C -1.69 0.58 -0.08
C -0.88 -0.49 0.14
C 0.50 -0.23 0.68
C 1.54 -0.13 -0.43
H -1.26 1.69 0.20
H -2.68 0.32 -0.59
H -1.25 -1.59 -0.22
H 0.84 -0.46 1.79
H 1.24 -0.31 -1.43
H 2.59 -0.40 -0.26
O 1.06 1.03 0.19
*
```

=====

## B
C4H6O | ωB97M-V with the def2-TZVPD basis set

ORCA input file:
```
! RIJCOSX wB97M-V def2-TZVPD def2/J DEFGRID3
* xyz 0 1
C -1.16 -0.46 -0.15
C -0.02 -0.06 0.77
C 1.27 -0.21 -0.02
O 0.71 0.52 -1.14
C -0.45 0.82 -0.36
H -2.18 -0.47 0.23
H -0.94 -1.18 -0.93
H -0.08 0.10 1.84
H 1.59 -1.24 -0.24
H 2.11 0.37 0.37
H -0.85 1.83 -0.36
*
```

=====

## C
C4H6O | ωB97M-V with the def2-TZVPD basis set

ORCA input file:
```
! RIJCOSX wB97M-V def2-TZVPD def2/J DEFGRID3
* xyz 0 1
C -1.25 -0.64 -0.33
C 0.10 -0.07 0.12
C 0.58 -0.73 1.16
C 0.66 1.10 -0.67
O -1.76 -1.42 0.39
H -1.81 -0.45 -1.36
H 1.54 -0.49 1.71
H -0.10 -1.40 1.61
H 1.13 0.68 -1.51
H 1.07 1.82 0.00
H -0.17 1.60 -1.11
*
```

=====

Relative energies with respect to the most stable structure, expressed in kcal/mol: A 31.3; B 15.9; C 0.0.

=====

## A
C3H2O3S2 | ωB97M-V with the def2-TZVPD basis set

ORCA input file:
```
! RIJCOSX wB97M-V def2-TZVPD def2/J DEFGRID3
* xyz 0 1
C -1.50 0.18 0.06
C 0.03 0.40 0.31
C 1.00 -0.36 -0.56
H -1.54 1.62 1.32
H 2.75 -1.92 -0.70
O -2.22 1.04 0.80
O -1.94 -0.67 -0.63
O 0.39 1.16 1.19
S 2.06 -1.39 0.35
S 0.98 -0.06 -2.13
*
```

=====

## B
C3H2O3S2 | ωB97M-V with the def2-TZVPD basis set

ORCA input file:
```
! RIJCOSX wB97M-V def2-TZVPD def2/J DEFGRID3
* xyz 0 1
C -1.00 -0.22 0.50
C 0.38 0.29 0.13
C 1.36 -0.85 -0.17
H -3.19 -0.61 -0.05
H 2.76 0.47 -0.20
O -1.18 -0.72 1.57
O 2.64 -0.50 -0.31
O 0.97 -1.98 -0.29
S -2.23 0.05 -0.75
S 0.77 1.85 0.11
*
```

=====

Relative energies with respect to the most stable structure, expressed in kcal/mol: A 3.1; B 0.0.

=====

## A
C5H8N2OS | ωB97M-V with the def2-TZVPD basis set

ORCA input file:
```
! RIJCOSX wB97M-V def2-TZVPD def2/J DEFGRID3
* xyz 0 1
C 0.06 0.08 0.15
C 1.03 -0.94 -0.09
C -1.17 -0.51 -0.19
C 0.49 1.48 0.60
C 2.55 -0.91 -0.04
N 0.44 -2.03 -0.62
N -2.63 0.13 -0.77
O -0.91 -1.76 -0.62
S -3.55 0.92 0.41
H 0.17 1.52 1.69
H 1.57 1.49 0.53
H 0.01 2.31 0.07
H 2.88 -1.80 -0.68
H 3.05 0.07 -0.47
H 2.85 -1.08 0.95
H -2.20 0.87 -1.49
H -4.66 0.19 0.56
*
```

=====

## B
C5H8N2OS | ωB97M-V with the def2-TZVPD basis set

ORCA input file:
```
! RIJCOSX wB97M-V def2-TZVPD def2/J DEFGRID3
* xyz 0 1
C -0.81 -0.06 0.16
C -0.68 -2.39 -0.80
C -1.32 -0.98 -0.98
C 0.81 -1.66 0.71
C 1.26 2.91 0.68
N 0.32 -0.53 0.92
N 0.36 -2.68 -0.14
O -0.44 1.16 -0.40
S 1.22 1.54 -0.53
H -1.62 0.05 0.92
H -1.04 -3.27 -1.37
H -2.34 -1.20 -0.88
H -1.11 -0.51 -1.93
H 1.73 -2.02 1.10
H 0.63 3.71 0.32
H 2.32 3.27 0.73
H 0.72 2.66 1.50
*
```

=====

Relative energies with respect to the most stable structure, expressed in kcal/mol: A 20.5; B 0.0.